1.
Here is C7H19NO3Tl as an isolated structure from the OMol25 dataset. Energies are from the ωB97M-V functional and the def2-TZVPD basis.

Element x y z (Å)
Tl: 1.8046 -0.5599 1.3985
C: 0.3118 2.7906 2.6389
O: 0.8571 2.1439 1.4655
C: 0.2456 2.6766 0.2846
C: 0.9036 2.0401 -0.9782
N: 0.5979 0.6524 -1.1182
C: 1.2155 -0.1240 -2.1111
C: 0.6445 -1.5400 -2.1211
O: 0.6613 -2.2338 -0.8703
C: -0.2813 -3.4342 -0.8532
H: 1.0359 3.3963 3.1838
H: -0.0643 2.1579 3.4428
H: -0.5511 3.4287 2.4480
H: 0.4741 3.7417 0.2457
H: -0.8331 2.5237 0.3179
H: 1.9642 2.1001 -0.7342
H: 0.6447 2.6624 -1.8348
H: -0.3829 0.5937 -1.3521
H: 2.3036 -0.0622 -2.1310
H: 0.9049 0.3609 -3.0365
H: 1.0459 -2.1592 -2.9233
H: -0.3711 -1.4050 -2.4930
H: -0.0013 -4.2445 -1.5264
H: -1.1882 -2.9485 -1.2133
H: -0.5307 -3.7619 0.1560
C: -1.9724 -1.6802 1.9539
O: -1.1232 -0.9023 1.1113
H: -1.9941 -1.3908 3.0045
H: -2.9525 -1.5705 1.4898
H: -1.7642 -2.7358 1.7793
H: -1.6049 -0.5159 0.3763

Atomic forces in eV per Å
Tl -0.347 -0.263 0.244
C -0.256 0.721 1.255
O -0.703 -0.143 -0.117
C 0.454 -0.186 -0.014
C 1.315 0.766 3.355
N -1.480 1.722 -2.078
C 1.899 -2.081 0.146
C -0.976 -1.104 -0.367
O 0.079 -0.436 -0.051
C -0.351 2.260 -0.670
H 0.449 0.127 -0.664
H 0.143 -1.063 -0.570
H 0.139 0.056 -0.621
H -0.225 0.112 -0.174
H -0.142 0.001 -0.113
H 0.282 0.250 -0.659
H -0.168 -0.315 -0.483
H -1.099 -0.639 1.135
H 0.103 0.087 0.429
H -0.165 0.111 -0.626
H 0.705 0.175 0.015
H -0.707 -0.082 0.378
H 0.446 0.212 0.184
H -0.348 -0.534 -0.218
H 0.900 0.150 0.015
C -1.473 -0.526 -1.380
O 1.580 0.771 0.206
H 0.320 0.108 -0.252
H -0.427 0.006 0.750
H 0.396 -0.021 0.578
H -0.345 -0.245 0.368

Its expectation value of S² is 0.754. As for the spin multiplicity: 2. Its frontier orbital gap (alpha / beta) is 10.072 / 5.260 eV. The charge is +2.

=====

2.
Here is a 3-piece molecular cluster, C7H19NO8S2 overall from the OMol25 dataset. Energies are from the ωB97M-V functional and the def2-TZVPD basis.

Element x y z (Å)
O: -24.6689 -25.5722 -21.2193
S: -24.4667 -27.0158 -20.9971
O: -25.4778 -27.9004 -21.6457
O: -22.8880 -27.4504 -21.3607
C: -22.6363 -28.7761 -21.6868
C: -22.1494 -28.8526 -23.1688
C: -24.4438 -27.2643 -19.1709
H: -23.5392 -29.3866 -21.6770
H: -22.0552 -29.3495 -20.9645
H: -21.8351 -29.8657 -23.4198
H: -21.2106 -28.2991 -23.1469
H: -22.8282 -28.4449 -23.9180
H: -25.2563 -26.8457 -18.5770
H: -23.5246 -26.7757 -18.8478
H: -24.2506 -28.3205 -18.9832
O: -22.8593 -21.8487 -23.0110
S: -22.2552 -23.0210 -22.3410
O: -22.2852 -24.3921 -22.9080
O: -20.7678 -22.6525 -21.7891
C: -20.0122 -21.9970 -22.7049
C: -18.5870 -22.6293 -22.9230
C: -23.1741 -22.9443 -20.6463
H: -19.8891 -21.0160 -22.2460
H: -20.4566 -21.8023 -23.6810
H: -17.9612 -22.2030 -22.1389
H: -18.1943 -22.5450 -23.9363
H: -18.6373 -23.6853 -22.6578
H: -22.7209 -23.5459 -19.8585
H: -24.1825 -23.2272 -20.9483
H: -23.1610 -21.9188 -20.2771
C: -19.6778 -26.0728 -20.6146
N: -18.9353 -27.3695 -20.7002
O: -18.3335 -27.7112 -19.7406
O: -18.9908 -27.9159 -21.7632
H: -19.0289 -25.2399 -20.8858
H: -20.0875 -25.9301 -19.6147
H: -20.5344 -26.1826 -21.2796

Atomic forces in eV per Å
O 1.122 -2.630 0.341
S -1.892 0.513 -0.594
O 2.710 1.408 1.481
O -2.536 2.200 1.192
C -1.033 -2.873 -2.364
C 1.344 0.204 1.498
C 1.263 -0.200 -0.642
H -0.676 0.386 0.114
H 0.940 0.911 -0.011
H -0.338 -0.157 0.024
H 0.091 0.260 -0.428
H -0.203 -0.033 0.380
H -0.318 -0.152 -0.724
H 0.040 0.230 -0.152
H -0.440 -0.067 -0.067
O 1.564 -2.093 0.192
S -2.620 -0.951 2.026
O 0.327 3.577 0.888
O -2.758 -2.109 0.471
C 3.505 2.150 -1.957
C -1.259 -0.184 1.252
C 0.939 -0.029 -1.422
H 0.319 0.373 -0.389
H -0.524 -0.395 0.144
H 0.485 0.100 -0.451
H -0.037 0.324 0.212
H -0.118 -0.154 -0.276
H -0.097 -0.487 -0.513
H 0.190 -0.234 0.329
H 0.152 0.133 -0.571
C -0.232 -1.353 -0.101
N -4.317 6.530 0.140
O 3.971 -2.432 5.896
O -0.100 -3.429 -5.842
H 0.076 0.232 -0.099
H 0.297 0.023 0.317
H 0.165 0.406 -0.297

Its expectation value of S² is 0.753. As for the spin multiplicity: 2. Its frontier orbital gap (alpha / beta) is 2.264 / 7.057 eV. The charge is -1.

=====

3.
Here is an isolated molecule of C7H19NOSi from the OMol25 dataset. Energies are from the ωB97M-V functional and the def2-TZVPD basis.

Element x y z (Å)
C: 0.9939 0.6460 2.9281
C: -0.2339 -0.1164 2.4109
O: -0.4333 0.0546 1.0386
Si: 0.5162 -0.7452 -0.0980
C: 1.9305 0.3763 -0.4655
C: 1.1584 -2.4026 0.4925
C: -0.5780 -0.8812 -1.6155
C: -0.9877 0.3764 -2.4040
C: -2.2002 1.1779 -1.9213
N: -1.9367 1.8395 -0.6564
H: 1.9326 0.3302 2.4183
H: 0.8168 1.7074 2.7253
H: 1.1690 0.5339 4.0017
H: -1.1156 0.3127 2.9458
H: -0.2398 -1.1991 2.6621
H: 1.8323 1.3266 0.0768
H: 2.8786 -0.1334 -0.2353
H: 1.9048 0.5532 -1.5272
H: 1.7193 -2.8968 -0.3024
H: 1.7977 -2.2300 1.3605
H: 0.3058 -3.0288 0.7696
H: -1.5039 -1.3546 -1.2183
H: -0.0509 -1.6354 -2.2466
H: -0.1296 1.0614 -2.3881
H: -1.1373 0.0642 -3.4608
H: -2.5399 1.9026 -2.6774
H: -3.0553 0.5320 -1.8085
H: -1.5000 1.2085 -0.0023
H: -1.3135 2.6203 -0.8026

Atomic forces in eV per Å
C 0.410 -0.266 -0.504
C -0.560 0.048 1.556
O 0.254 -0.699 -0.279
Si -0.481 0.637 -0.186
C 0.569 -0.134 0.330
C -0.654 0.381 0.007
C -0.593 -0.721 0.719
C 0.531 -0.118 -1.156
C 0.455 -0.187 0.096
N -0.568 0.550 -0.175
H -0.602 0.217 0.230
H 0.232 -0.105 -0.008
H -0.268 -0.126 -0.087
H 0.430 -0.326 -0.461
H 0.304 0.499 -0.011
H 0.213 -0.274 -0.224
H -0.121 0.426 0.032
H 0.218 0.338 -0.515
H 0.045 0.025 0.088
H 0.034 -0.232 -0.021
H 0.207 -0.159 0.094
H 0.379 -0.132 -0.410
H -0.524 0.502 0.112
H -0.114 0.076 -0.307
H 0.034 0.283 0.462
H 0.461 -0.043 0.191
H -0.376 -0.533 0.197
H -0.031 0.002 0.172
H 0.116 0.070 0.059

Its frontier orbital gap is 9.505 eV. The charge is 0.

=====

4.
Here is a 4-piece molecular cluster, C7H19O4 overall from the OMol25 dataset. Energies are from the ωB97M-V functional and the def2-TZVPD basis.

Element x y z (Å)
C: -0.6850 1.0425 1.5189
O: 0.4536 0.4871 0.9570
C: -2.0086 0.3367 1.0048
C: -2.0764 0.2830 -0.5190
C: -0.9261 -0.3685 -1.2614
C: -0.2698 0.2609 -2.2263
C: 0.7164 -0.3338 -3.1996
C: -0.6834 -1.7963 -0.8780
H: -0.7717 0.8733 2.6088
H: -0.7861 2.0867 1.1714
H: -1.8701 -0.6728 1.4288
H: -2.8698 0.6916 1.5920
H: -2.2331 1.2815 -0.9130
H: -2.9668 -0.2840 -0.8561
H: -0.3341 1.3428 -2.2972
H: 0.7255 -1.4161 -3.2839
H: 0.6482 0.1315 -4.1786
H: 1.7128 -0.0090 -2.8410
H: -1.5445 -2.3756 -0.5477
H: 0.1520 -1.8897 -0.1957
H: -0.3589 -2.3968 -1.7271
H: 1.6996 0.1342 1.9638
H: 2.8802 1.0220 2.1867
O: 2.5508 0.1508 2.4504
H: 1.6908 -2.1204 2.4507
H: 0.5949 -1.2924 1.8895
O: 0.7523 -2.2002 2.2196
H: 2.6022 2.3600 0.1003
H: 1.2838 1.9477 0.7078
O: 1.9211 2.7231 0.6741

Atomic forces in eV per Å
C -1.040 -0.844 -1.238
O -0.343 -0.024 0.642
C 1.701 -0.984 0.942
C -0.555 0.100 0.026
C -0.636 -0.222 0.559
C 0.041 -0.206 -0.583
C 0.940 0.802 0.899
C 0.426 -0.802 -1.122
H 0.359 0.778 0.086
H 0.028 0.304 0.777
H -0.153 -0.133 -0.469
H -0.105 0.426 -0.778
H 0.092 0.414 -0.098
H 0.138 0.104 0.266
H -0.411 0.010 -0.064
H -0.164 -0.041 0.022
H -0.331 -0.097 -0.265
H -0.051 -0.411 -0.170
H -0.211 0.468 0.562
H -0.183 0.143 0.559
H 0.161 0.113 -0.471
H -0.619 0.408 -0.490
H -0.083 -0.193 0.163
O 1.032 0.089 0.449
H -0.244 -0.141 0.052
H -0.419 -0.011 -0.328
O 0.494 0.179 0.120
H 0.071 0.134 -0.065
H 0.089 -0.178 0.185
O -0.023 -0.187 -0.166

Its frontier orbital gap is 7.758 eV. The charge is -1.

=====

5.
Here is C7H20BF4N3O7P2Ta as an isolated structure from the OMol25 dataset. Energies are from the ωB97M-V functional and the def2-TZVPD basis.

Element x y z (Å)
Ta: 0.4780 0.4654 -0.3104
C: 3.9613 2.0023 -2.5841
C: 2.8455 1.4210 -1.7446
O: 2.0093 0.4755 -2.4361
P: 3.4015 0.3180 -0.3622
O: 4.4429 -0.7153 -0.8320
O: 4.0930 1.2032 0.6855
O: 2.1269 -0.3950 0.1602
P: 1.6460 2.6146 -0.9622
O: 2.0989 4.0552 -1.1698
O: 0.2704 2.1607 -1.4828
O: 1.5091 2.0429 0.4642
H: 4.5832 1.2082 -2.9988
H: 4.5916 2.6592 -1.9829
H: 3.5547 2.5975 -3.4045
H: 1.9525 0.6794 -3.3841
H: 4.2424 -1.5302 -1.3232
H: 4.8404 0.8960 1.2317
H: 1.6429 4.8625 -0.8658
C: -0.7248 -1.4503 2.8886
N: -1.8807 -1.3979 1.9870
C: -2.6432 -2.6467 1.9064
C: -2.1065 -0.3418 1.2212
N: -1.0012 0.5396 0.9827
N: -3.2726 -0.0172 0.6985
C: -3.4086 1.0052 -0.3454
C: -4.5538 -0.5442 1.1771
H: -0.9981 -2.0569 3.7494
H: -0.4614 -0.4565 3.2384
H: 0.1443 -1.9023 2.4076
H: -1.9290 -3.4699 1.8893
H: -3.2371 -2.6891 0.9991
H: -3.2865 -2.7894 2.7748
H: -1.1796 1.4151 1.4811
H: -2.5181 1.0745 -0.9594
H: -3.6284 1.9782 0.0986
H: -4.2478 0.7335 -0.9821
H: -4.4657 -0.9585 2.1758
H: -4.9583 -1.2907 0.4942
H: -5.2667 0.2782 1.2178
F: -0.5645 -0.3687 -1.5593
B: 0.4636 -2.9559 -1.0898
F: 0.0176 -4.1174 -1.3889
F: -0.0106 -2.2623 -0.0125
F: 1.4272 -2.3298 -1.7482

Atomic forces in eV per Å
Ta -3.973 -0.143 0.122
C 0.244 0.053 0.088
C 0.286 0.149 -0.108
O 0.284 -0.100 0.689
P 1.765 -0.267 -0.061
O -0.090 0.080 -0.093
O -0.023 0.006 -0.094
O 0.683 -0.787 0.159
P 0.434 1.939 -0.533
O 0.041 -0.160 0.004
O -0.011 -0.563 -0.026
O 0.165 0.236 0.428
H -0.021 -0.014 0.011
H 0.014 0.021 -0.018
H -0.069 -0.012 0.025
H -0.225 0.000 -0.051
H -0.061 0.038 0.024
H -0.017 -0.020 -0.051
H -0.010 -0.042 -0.006
C 0.129 0.113 0.140
N 0.165 0.196 -0.221
C -0.174 -0.338 0.014
C -0.092 -0.257 0.046
N 0.091 -0.050 0.231
N 0.343 0.033 -0.065
C -0.086 0.212 -0.106
C -0.432 -0.077 0.206
H -0.005 0.022 -0.011
H -0.050 -0.017 0.076
H -0.084 -0.094 -0.020
H 0.039 0.053 -0.037
H 0.050 0.030 -0.001
H 0.022 0.090 -0.010
H 0.350 0.111 -0.073
H -0.037 -0.037 -0.035
H 0.005 -0.038 0.038
H 0.042 -0.057 -0.003
H 0.058 0.038 -0.024
H 0.090 -0.024 -0.012
H 0.107 0.082 0.000
F -0.139 -0.196 -0.648
B 0.256 0.339 0.307
F -0.186 -0.171 -0.001
F 0.193 -0.193 -0.255
F -0.073 -0.179 -0.045

Its frontier orbital gap is 7.092 eV. The charge is +3.

=====

6.
Here is a 7-piece molecular cluster, C7H20BN2O8 overall from the OMol25 dataset. Energies are from the ωB97M-V functional and the def2-TZVPD basis.

Element x y z (Å)
C: 3.1227 0.1951 0.8043
B: 1.8475 -0.5137 0.2944
O: 1.7706 -1.8846 0.2749
C: 0.5493 0.2672 -0.2408
C: 0.6445 1.4928 -0.9211
C: -0.5008 2.1127 -1.3643
N: -1.7054 1.5409 -1.1315
C: -1.8197 0.3683 -0.4895
O: -3.1270 -0.0360 -0.3932
C: -3.3616 -1.0175 0.4405
N: -3.5709 -1.8704 1.1725
C: -0.7163 -0.3073 -0.0338
H: 3.9777 -0.4512 0.5947
H: 3.0933 0.3211 1.8899
H: 3.3053 1.1679 0.3494
H: 1.4190 -2.2405 -0.5490
H: 1.6143 1.9432 -1.0918
H: -0.4887 3.0467 -1.9073
H: -2.5465 2.0057 -1.4587
H: -0.8268 -1.2542 0.4815
O: -4.7600 -3.7338 3.7246
H: -5.3612 -4.4026 3.3840
H: -4.3661 -3.3274 2.9474
O: 1.1375 0.7590 3.3560
H: 0.9550 0.3435 4.2063
H: 0.3412 0.5744 2.8466
O: 3.4482 2.1813 -2.1120
H: 3.7572 2.7595 -2.8168
H: 4.1485 1.5229 -2.0109
O: -2.0507 0.8505 3.1963
H: -2.3238 1.5367 2.5803
H: -2.5160 0.0479 2.9330
O: -2.1219 -0.2102 -4.0458
H: -2.0439 -0.4184 -3.1119
H: -3.0680 -0.2296 -4.2288
O: 4.2897 -0.7454 -2.5738
H: 4.1779 -1.2792 -1.7799
H: 3.6756 -1.1156 -3.2155

Atomic forces in eV per Å
C 0.130 -0.147 -0.021
B 0.178 -0.249 0.125
O 0.438 0.336 -0.504
C -0.211 0.080 -0.198
C -0.269 -0.163 0.286
C 0.296 -0.219 0.056
N 0.200 0.056 -0.027
C 0.239 0.210 -0.085
O -0.070 -0.088 0.161
C 0.107 0.454 -0.440
N -0.106 -0.377 0.370
C 0.091 0.243 -0.057
H 0.056 0.025 0.049
H -0.110 0.101 0.003
H -0.077 0.102 0.098
H -0.458 -0.255 0.312
H -0.013 0.065 -0.160
H -0.176 -0.005 0.015
H -0.044 -0.062 -0.009
H -0.027 0.013 -0.004
O 0.034 0.049 0.023
H 0.000 -0.008 0.014
H -0.021 -0.021 -0.079
O 0.025 -0.220 -0.208
H 0.055 0.095 0.055
H -0.240 0.164 0.231
O 0.057 0.062 0.041
H 0.003 0.035 0.036
H -0.118 -0.155 -0.152
O 0.336 -0.209 -0.355
H -0.158 0.083 0.152
H -0.173 0.037 0.171
O -0.002 0.272 0.156
H -0.044 -0.246 -0.054
H 0.022 -0.077 -0.102
O -0.166 0.111 0.239
H 0.141 -0.095 -0.049
H 0.077 0.002 -0.090

Its frontier orbital gap is 7.927 eV. The charge is +1.